Entry 1:
Formula: C25H36FeOP2Si
Source: OMol25
Level of theory: ωB97M-V/def2-TZVPD

Geometry as XYZ:
```
66
Properties=species:S:1:pos:R:3
Fe -0.017 -0.004 -0.106
H -1.276 -0.415 0.819
H -1.228 0.441 0.932
P -0.038 -2.117 -0.479
P -0.034 2.117 -0.454
C 1.325 3.165 0.197
H 1.174 4.194 -0.154
H 1.341 3.162 1.294
H 2.286 2.789 -0.171
C 0.007 2.652 -2.196
H -0.859 2.227 -2.715
H -0.019 3.748 -2.240
H 0.928 2.278 -2.658
C -1.428 3.110 0.205
H -1.449 3.087 1.300
H -1.297 4.145 -0.133
H -2.373 2.719 -0.188
C 0.184 -2.627 -2.218
H 0.127 -3.721 -2.277
H -0.603 -2.168 -2.826
H 1.164 -2.280 -2.566
C 1.182 -3.244 0.303
H 1.006 -3.322 1.383
H 1.072 -4.242 -0.145
H 2.199 -2.876 0.118
C -1.526 -3.077 -0.009
H -2.411 -2.649 -0.490
H -1.374 -4.107 -0.355
H -1.663 -3.065 1.077
C 1.275 0.202 1.302
O 2.464 0.405 1.290
H -1.010 0.021 -1.277
C -0.867 4.233 4.175
C 0.454 3.884 3.889
C 0.788 2.553 3.618
C -0.200 1.555 3.603
C -1.515 1.911 3.943
C -1.851 3.244 4.194
Si 0.290 -0.149 3.091
C 1.740 -0.843 4.037
C 2.561 -1.782 3.390
C 3.743 -2.223 3.982
C 4.118 -1.743 5.237
C 3.270 -0.867 5.923
C 2.065 -0.443 5.342
C -1.196 -1.291 3.220
C -1.052 -2.520 3.889
C -2.133 -3.405 4.010
C -3.385 -3.065 3.487
C -3.562 -1.835 2.851
C -2.486 -0.944 2.750
H -1.128 5.270 4.375
H 1.232 4.647 3.865
H 1.830 2.282 3.419
H -2.286 1.144 4.018
H -2.891 3.503 4.401
H 2.280 -2.182 2.407
H 4.373 -2.936 3.451
H 5.064 -2.055 5.673
H 3.547 -0.517 6.914
H 1.380 0.202 5.899
H -0.088 -2.773 4.341
H -1.991 -4.358 4.523
H -4.226 -3.748 3.587
H -4.535 -1.545 2.444
H -2.681 0.038 2.305
```

- maximum force (eV/A) = 4.07
- 2S+1 = 6
- LUMO level (alpha / beta) (eV) = -2.9 / -4.7
- total charge = +1
- expectation value of S² = 8.795
- highest occupied orbital energy (alpha / beta) (Ha) = -0.3102 / -0.4244
- gap between HOMO and LUMO (alpha / beta) (eV) = 5.55 / 6.86
- calculated total energy (eV) = -89388.719

Entry 2:
Formula: C25H36IrN9O2
Source: OMol25
Level of theory: ωB97M-V/def2-TZVPD

Geometry as XYZ:
```
73
Properties=species:S:1:pos:R:3
Ir 0.371 -0.196 -1.642
C 0.690 -4.366 0.960
N -0.460 -4.220 0.067
C -1.499 -5.251 0.096
C -0.514 -3.171 -0.757
N 0.359 -2.195 -0.731
N -1.547 -3.180 -1.676
C -1.970 -2.203 -2.546
N -3.061 -2.520 -3.253
N -1.364 -1.057 -2.664
H 0.705 -5.376 1.354
H 0.631 -3.669 1.799
H 1.625 -4.212 0.420
H -1.380 -5.843 0.997
H -1.424 -5.932 -0.756
H -2.497 -4.810 0.138
H 1.002 -2.252 0.047
H -2.098 -4.023 -1.686
H -3.492 -3.429 -3.227
H -3.434 -1.873 -3.928
H -1.802 -0.417 -3.315
O -0.976 1.663 -1.176
C -0.975 1.424 0.046
N -1.672 2.008 1.031
C -1.433 1.347 2.308
C -0.365 0.234 1.827
O 0.140 -0.584 2.555
N -0.193 0.415 0.505
C -2.692 0.695 2.891
C -2.629 -0.333 3.837
C -3.787 -0.830 4.411
C -5.024 -0.306 4.060
C -5.093 0.720 3.127
C -3.941 1.221 2.547
C -0.836 2.247 3.356
C -1.079 3.643 3.301
C -0.692 4.440 4.341
C -0.009 3.886 5.452
C 0.266 2.509 5.503
C -0.130 1.703 4.471
H -2.320 2.760 0.870
H -1.679 -0.764 4.109
H -3.725 -1.631 5.135
H -5.928 -0.695 4.508
H -6.051 1.149 2.862
H -4.029 2.033 1.838
H -1.613 4.083 2.472
H -0.930 5.496 4.321
H 0.322 4.532 6.256
H 0.809 2.095 6.341
H 0.120 0.652 4.489
C 2.569 2.327 -1.618
C 2.189 2.127 -3.091
N 3.076 1.210 -3.805
C 4.138 1.801 -4.637
C 5.461 1.988 -3.892
C 2.937 -0.101 -3.695
C 3.863 -1.011 -4.441
N 1.949 -0.643 -2.986
H 1.983 3.145 -1.201
H 3.625 2.570 -1.523
H 2.385 1.431 -1.009
H 2.235 3.088 -3.594
H 1.159 1.757 -3.176
H 3.787 2.773 -4.976
H 4.291 1.185 -5.520
H 5.379 2.754 -3.120
H 6.219 2.313 -4.604
H 5.808 1.065 -3.427
H 3.697 -0.921 -5.516
H 3.692 -2.047 -4.159
H 4.906 -0.772 -4.243
H 1.952 -1.652 -3.058
```

- maximum force (eV/A) = 1.54
- 2S+1 = 6
- LUMO level (alpha / beta) (eV) = -7.5 / -11.6
- ΔE to the lowest compared entry with this formula, charge and spin (eV) = 0.326
- total charge = +3
- expectation value of S² = 8.777
- highest occupied orbital energy (alpha / beta) (Ha) = -0.6014 / -0.5956
- gap between HOMO and LUMO (alpha / beta) (eV) = 8.88 / 4.65
- calculated total energy (eV) = -46828.084

Entry 3:
Formula: C25H36N4O4S
Source: OMol25
Level of theory: ωB97M-V/def2-TZVPD

Geometry as XYZ:
```
70
Properties=species:S:1:pos:R:3
C -6.119 -0.224 1.574
C -5.138 -0.830 0.934
C -4.580 -0.360 -0.376
N -3.142 -0.119 -0.327
C -2.538 0.082 0.859
C -1.201 0.253 1.041
C -0.307 0.235 -0.096
O 0.921 0.301 -0.038
C -1.002 0.130 -1.390
C -0.240 0.208 -2.559
C -0.837 0.099 -3.788
C -2.212 -0.054 -3.891
C -2.989 -0.116 -2.756
C -2.399 -0.044 -1.483
H -4.057 -0.203 -2.863
H -2.651 -0.099 -4.875
S 0.167 0.095 -5.276
O 1.265 0.994 -5.081
O -0.715 0.292 -6.391
N 0.762 -1.436 -5.356
C 2.045 -1.768 -4.797
H 2.603 -2.353 -5.540
C 1.982 -2.549 -3.482
H 3.000 -2.852 -3.230
C 1.086 -3.787 -3.546
H 1.361 -4.407 -4.400
C -0.402 -3.431 -3.607
C -0.958 -3.227 -5.020
H -1.170 -4.199 -5.472
C -0.022 -2.468 -5.975
H -0.614 -1.988 -6.757
H 0.669 -3.170 -6.454
H -1.905 -2.690 -4.937
H -0.984 -4.226 -3.135
H -0.563 -2.523 -3.021
H 1.265 -4.375 -2.643
H 1.624 -1.899 -2.682
H 2.565 -0.821 -4.645
H 0.823 0.370 -2.474
C -0.756 0.458 2.459
O -1.570 0.536 3.365
N 0.574 0.516 2.625
C 1.193 0.793 3.896
H 1.998 0.072 4.065
H 0.434 0.672 4.671
C 1.748 2.226 3.946
N 2.364 2.485 5.227
C 2.219 3.838 5.717
C 2.852 4.933 4.848
H 2.717 5.903 5.320
H 2.387 4.960 3.865
H 3.918 4.759 4.719
H 1.148 4.039 5.820
H 2.659 3.871 6.717
C 3.687 1.911 5.407
C 3.734 1.054 6.671
H 3.512 1.659 7.545
H 4.720 0.612 6.793
H 2.994 0.261 6.610
H 3.936 1.289 4.543
H 4.455 2.693 5.476
H 0.910 2.914 3.818
H 2.441 2.370 3.099
H 1.152 0.490 1.789
H -3.172 0.100 1.736
H -4.766 -1.142 -1.120
H -5.093 0.556 -0.693
H -4.702 -1.742 1.320
H -6.517 -0.611 2.496
H -6.567 0.683 1.203
```

- maximum force (eV/A) = 1.13
- SMILES = C=CCn1cc(C(=O)NCCN(CC)CC)c(=O)c2cc(S(=O)(=O)N3CCCCCC3)ccc21
- LUMO level (eV) = -0.1
- ΔE to the lowest compared entry with this formula, charge and spin (eV) = 1.290
- total charge = 0
- highest occupied orbital energy (Ha) = -0.2956
- gap between HOMO and LUMO (eV) = 7.90
- calculated total energy (eV) = -51494.989